Computed, not measured: a molecular structure, C5H7NO2 in a non-equilibrium geometry, with wB97M-V/def2-TZVPD.

Geometry as XYZ:
```
15
Properties=species:S:1:pos:R:3:forces:R:3
C -1.94862 -0.59248 0.33745 -0.1 -0.1 0.1
C 0.97120 1.51072 -0.69735 0.8 0.7 -0.1
C -0.56776 -0.25689 -0.14032 0.5 -0.1 0.4
N 1.78075 0.03517 0.25037 -0.1 -0.2 -0.2
C 0.64950 -0.84494 0.43982 -0.3 0.2 0.5
C -0.28161 1.05706 -0.71531 -0.7 -0.5 0.0
O 1.79740 2.31242 -0.96766 -0.1 -0.1 0.0
O 0.18268 -1.40430 -0.73246 -0.2 -0.1 -0.5
H 2.21362 0.36762 1.10034 0.0 0.0 0.1
H 2.47151 -0.34716 -0.38487 0.1 0.0 0.0
H 0.66272 -1.46707 1.32869 0.0 -0.1 0.1
H -1.05094 1.64655 -1.17775 -0.1 0.2 -0.1
H -2.25457 0.12550 1.11535 0.1 -0.3 -0.3
H -2.65405 -0.52809 -0.50286 0.1 0.0 0.3
H -1.97185 -1.61413 0.74654 0.0 0.4 -0.1
```
Positions in Å, forces in eV/Å.

Values from the calculation:
* max |F|: 1.076 eV/A
* highest occupied orbital energy: -8.1 eV
* gap between HOMO and LUMO: 8.778 eV

These are the Mulliken partial charges, in e, on atoms 1 to 2:
1. C -1.268
2. C 0.628

Computed, not measured: 7 unconnected molecules or ions with the total composition C28H47B4IO16 in a non-equilibrium geometry, with wB97M-V/def2-TZVPD.

Geometry as XYZ:
```
96
Properties=species:S:1:pos:R:3:forces:R:3
C 6.08422 0.94396 -0.58999 -0.2 0.1 0.0
B 5.66150 1.80508 -1.82498 0.3 0.3 -0.1
O 5.97626 1.41836 -3.11711 -0.3 0.3 0.1
B 4.72989 3.23509 -1.59140 0.4 0.7 -0.6
O 4.95848 4.16435 -0.58288 0.0 -0.7 0.4
B 3.84954 4.59068 0.11054 0.3 0.7 0.1
O 2.59557 4.43220 -0.42182 -0.1 -0.6 0.4
B 2.47042 3.53248 -1.47392 -0.2 0.7 -0.4
C 1.23424 2.59451 -1.61930 0.1 0.1 -0.1
C 0.97924 1.88267 -0.28287 0.2 0.2 -0.2
C -0.08328 0.77175 -0.23481 0.0 0.2 0.5
I -1.01726 0.27567 -2.07358 -0.1 0.0 -0.1
O 3.56333 3.42733 -2.32684 -0.1 -1.0 0.4
H 6.94701 0.30788 -0.77586 0.0 -0.1 0.0
H 5.23949 0.30083 -0.31262 0.0 -0.1 0.0
H 6.25531 1.59215 0.27042 0.1 -0.1 0.1
H 5.40118 0.72548 -3.43864 0.1 -0.4 -0.3
H 4.00208 5.06799 1.18875 -0.1 0.1 -0.1
H 0.34563 3.14563 -1.93507 -0.1 0.0 0.0
H 1.47034 1.88055 -2.40823 -0.2 -0.1 0.0
H 0.71877 2.65236 0.44328 -0.1 0.0 0.1
H 1.92639 1.45916 0.06483 0.0 -0.1 0.0
H -0.89486 1.06892 0.42115 -0.1 0.0 -0.1
H 0.33053 -0.14123 0.18098 0.0 -0.2 -0.2
O 0.06392 -3.88326 1.18256 0.1 0.1 0.0
C -0.79373 -3.86303 0.34714 0.0 0.0 0.2
C -1.98799 -4.78203 0.21946 0.0 0.0 -0.4
C -2.44534 -4.52757 -1.21680 0.1 0.0 0.1
C -1.99655 -3.08539 -1.43738 -0.1 -0.2 0.0
O -0.80259 -2.93652 -0.63823 -0.2 -0.1 -0.1
H -2.73272 -4.47189 0.95507 0.0 0.0 0.0
H -1.69190 -5.80601 0.42992 0.0 0.0 0.2
H -3.51234 -4.66572 -1.37817 0.0 0.0 0.0
H -1.91172 -5.19155 -1.89771 0.0 0.0 0.0
H -2.73650 -2.36584 -1.08447 0.0 0.0 0.0
H -1.75251 -2.85693 -2.46985 0.1 0.1 0.0
O -0.81734 2.55395 -4.78581 -0.1 0.0 0.0
C -0.23892 3.44110 -5.34173 0.2 0.0 0.1
C 0.19104 4.78366 -4.78329 -0.1 0.1 -0.3
C 0.47957 5.59523 -6.04574 0.0 -0.1 0.1
C 0.89686 4.50574 -7.02828 0.0 0.1 0.0
O 0.14557 3.34199 -6.63992 0.0 0.0 -0.1
H 1.08942 4.63669 -4.17945 0.0 -0.1 0.0
H -0.60247 5.20287 -4.17188 0.1 -0.1 0.1
H 1.23631 6.36616 -5.91958 0.0 0.0 0.0
H -0.43763 6.07628 -6.38937 0.0 0.0 0.0
H 1.96011 4.26722 -6.95590 0.0 0.0 0.0
H 0.65725 4.73455 -8.06373 0.0 -0.1 0.0
O -0.58456 -7.26585 2.08567 0.0 0.0 -0.1
C 0.29668 -7.17171 2.89312 -0.1 0.1 0.1
C 1.04799 -5.93113 3.34121 0.4 -0.4 0.0
C 2.26926 -6.52188 4.04270 0.0 0.1 0.1
C 1.73483 -7.85302 4.54819 0.0 0.1 0.0
O 0.74925 -8.25246 3.57369 0.0 0.0 0.0
H 0.40929 -5.36716 4.02430 0.0 0.0 0.0
H 1.30231 -5.30964 2.49163 -0.2 0.1 0.0
H 2.66931 -5.88975 4.83251 0.0 0.0 0.1
H 3.06383 -6.69507 3.31508 0.0 0.0 0.0
H 1.23796 -7.75836 5.51599 0.0 0.0 0.0
H 2.48832 -8.63342 4.61622 0.0 -0.1 -0.1
O 2.60445 -3.88541 6.33519 0.1 -0.1 -0.1
C 2.52318 -3.04030 5.48867 -0.2 0.2 0.3
C 1.53518 -1.89210 5.42846 0.2 0.0 -0.5
C 1.63791 -1.44302 3.96968 0.1 -0.1 0.1
C 3.07270 -1.82894 3.62585 -0.1 0.1 -0.1
O 3.35009 -2.99882 4.42157 0.1 0.0 0.0
H 1.86376 -1.12144 6.12856 0.0 0.0 0.0
H 0.54104 -2.23003 5.69276 0.0 0.0 0.2
H 1.42882 -0.38804 3.81037 0.0 0.0 0.0
H 0.94607 -2.01899 3.35656 0.0 0.0 0.0
H 3.79448 -1.05526 3.89874 0.0 0.0 0.0
H 3.21312 -2.09106 2.57993 0.0 -0.1 0.0
O -2.53105 5.97966 -3.59131 0.0 0.1 0.0
C -3.39428 5.91148 -4.41639 -0.1 -0.1 0.1
C -4.58041 4.96808 -4.45292 0.0 0.0 -0.3
C -5.04912 5.07005 -5.90450 0.1 0.0 0.1
C -4.61409 6.48555 -6.27200 -0.1 -0.1 0.0
O -3.42504 6.72718 -5.49613 0.0 0.0 -0.1
H -5.32679 5.33701 -3.74734 0.0 0.0 0.0
H -4.27209 3.96909 -4.15794 0.0 0.0 0.1
H -6.11420 4.90268 -6.04611 0.0 0.1 0.0
H -4.50848 4.34746 -6.51653 0.0 0.0 0.0
H -5.35883 7.23454 -5.99605 0.0 0.0 0.0
H -4.36520 6.60708 -7.32276 0.1 0.0 0.0
O -1.24826 -1.17761 4.52858 -0.1 0.1 0.0
C -2.36443 -1.45649 4.85801 0.0 0.0 -0.2
C -3.55312 -0.53156 5.04367 -0.1 -0.2 0.2
C -4.53265 -1.39588 5.83848 0.1 0.1 -0.1
C -4.14883 -2.79974 5.37962 -0.1 0.0 0.0
O -2.73832 -2.73135 5.10246 0.0 -0.1 0.0
H -3.93608 -0.27183 4.05533 0.0 0.0 0.0
H -3.24806 0.37549 5.55706 0.0 0.1 -0.1
H -5.58073 -1.16425 5.66438 0.0 0.0 -0.1
H -4.33522 -1.28988 6.90547 0.0 0.0 0.0
H -4.66230 -3.09128 4.46132 0.0 0.0 0.0
H -4.31151 -3.56618 6.13213 0.1 0.0 0.0
```
Positions in Å, forces in eV/Å.

Values from the calculation:
* max |F|: 1.042 eV/A
* SMILES: CB(O)B1OBOB(CCCI)O1.O=C1CCCO1.O=C1CCCO1.O=C1CCCO1.O=C1CCCO1.O=C1CCCO1.O=C1CCCO1
* highest occupied orbital energy: -8.9 eV
* gap between HOMO and LUMO: 9.196 eV

These are the Mulliken partial charges, in e, on atoms 1 to 2:
1. C -0.963
2. B 0.145

Computed, not measured: a molecular structure, C32H14Cl5F5N4NiO2 in a non-equilibrium geometry, with wB97M-V/def2-TZVPD.

Geometry as XYZ:
```
63
Properties=species:S:1:pos:R:3:forces:R:3
Ni -2.16636 -2.56070 -0.51441 -0.9 -0.1 -0.2
C 6.14480 8.21524 -0.34876 -1.1 0.5 -0.1
O 4.82815 8.06544 -0.98027 0.4 -0.3 0.6
C 4.21105 6.82329 -0.98421 1.0 2.0 -1.2
C 2.83956 6.83996 -1.03450 -0.8 1.1 0.9
C 2.17809 5.66846 -0.75270 -0.9 0.2 -1.4
C 2.85313 4.45280 -0.82263 1.3 0.1 0.5
C 4.26133 4.42779 -0.98092 -1.4 0.7 -1.1
C 4.87775 5.65566 -1.21609 2.3 -1.6 1.2
C 2.04421 3.27392 -0.78798 -2.3 -2.4 1.8
N 0.69300 3.27679 -0.66643 1.7 0.5 -0.8
C 0.27560 1.98031 -0.63970 0.4 0.4 0.1
C 1.35952 1.11583 -0.65629 1.9 1.3 0.1
N 2.52187 1.97066 -0.66002 -1.2 -0.7 -0.9
C 1.28919 -0.30216 -0.72352 -1.8 -0.1 0.7
C 2.32409 -1.23628 -0.89505 -0.8 -1.3 -0.4
C 2.00864 -2.59417 -1.06552 -0.2 2.0 0.6
C 0.68476 -2.99448 -0.89137 -0.3 0.4 -0.4
N -0.32076 -2.14379 -0.74444 1.6 2.0 0.6
C -0.07052 -0.76339 -0.61781 1.6 -2.5 -1.7
C -1.20874 0.10959 -0.70455 -2.0 1.0 0.7
N -2.44491 -0.49702 -0.77799 -0.5 1.8 -0.4
C -3.56857 0.26457 -0.83530 0.7 -0.5 -0.5
C -3.53692 1.70710 -0.74913 1.3 -0.2 1.0
C -2.28355 2.35058 -0.63903 0.1 -0.6 0.3
C -1.10046 1.53394 -0.65834 0.1 -0.9 -0.1
H 6.34486 9.31642 -0.32319 -0.2 -1.1 -0.1
H 6.86835 7.69813 -0.94021 0.7 -0.1 -0.5
H 6.20186 7.80643 0.67468 -0.4 0.1 -0.3
H 2.36735 7.82071 -1.24570 0.1 -0.8 0.7
H 1.08409 5.65210 -0.67803 0.5 0.0 0.0
H 4.83475 3.51464 -1.10983 -0.2 0.1 0.1
H 5.96518 5.65326 -1.44293 -0.8 0.2 0.3
H 3.49279 1.64296 -0.80003 -1.2 0.5 0.2
H 3.33612 -0.89984 -0.95517 0.5 0.1 -0.1
H 2.71127 -3.34226 -1.34915 0.7 -0.2 0.1
H 0.46515 -4.05185 -0.94828 -0.4 0.0 0.0
H -4.52593 -0.32042 -1.04024 1.4 1.0 0.7
H -4.43835 2.30970 -0.54352 0.4 -0.6 -0.6
H -2.14874 3.46089 -0.45098 -0.4 -1.6 -0.5
Cl -4.17608 -2.95294 -2.20310 0.1 0.1 -0.4
C -3.43502 -4.47373 -1.75312 -1.0 -2.4 0.0
C -2.42408 -4.50369 -0.85812 1.9 -0.1 2.2
C -2.05546 -5.70604 -0.15756 -2.2 0.1 -2.4
Cl -0.84281 -5.86135 1.06585 -0.1 0.7 -0.2
C -2.81922 -6.85725 -0.49444 1.6 0.3 2.2
Cl -2.74655 -8.16355 0.67783 -0.2 -0.2 -1.0
C -3.68607 -6.87351 -1.56446 -0.6 0.1 -0.8
Cl -4.31516 -8.31948 -2.26098 0.0 -0.3 0.6
C -4.05220 -5.67882 -2.15209 0.2 1.1 -0.4
Cl -5.23311 -5.61404 -3.38544 -0.3 -0.2 -0.4
F -1.62703 -3.36824 6.42147 -0.2 -0.2 -1.5
C -1.84599 -3.22432 5.06781 0.5 -0.1 0.9
C -0.85108 -2.68793 4.25587 -0.9 0.0 -0.6
F 0.38284 -2.46586 4.73406 -0.4 0.3 -0.1
C -1.19431 -2.38212 2.92237 1.2 -0.8 0.7
F -0.30262 -1.72701 2.14456 0.2 0.1 0.2
C -2.38276 -2.77053 2.31647 -0.5 0.6 2.4
O -2.78505 -2.27925 1.22029 -0.5 0.5 -1.6
C -3.30072 -3.40205 3.17175 -0.9 0.1 -1.3
F -4.55232 -3.63649 2.66810 1.0 -0.1 0.5
C -3.05018 -3.63043 4.48330 0.3 -0.5 0.9
F -3.95769 -4.32216 5.17910 0.0 0.3 0.5
```
Positions in Å, forces in eV/Å.

Values from the calculation:
* max |F|: 3.714 eV/A
* highest occupied orbital energy (spin up / spin down): -7.5 / -7.7 eV
* spin multiplicity: 3
* gap between HOMO and LUMO (spin up / spin down): 6.260 / 6.386 eV

These are the Mulliken partial charges, in e, on atoms 1 to 2:
1. Ni -0.501
2. C -0.731

Computed, not measured: 6 unconnected molecules or ions with the total composition C38H82N4O6 in a non-equilibrium geometry, with wB97M-V/def2-TZVPD.

Geometry as XYZ:
```
130
Properties=species:S:1:pos:R:3:forces:R:3
C 10.09240 0.35169 7.10925 1.1 1.8 -0.2
C 10.01340 -0.61083 5.98545 -1.2 -1.8 0.4
C 8.82890 -0.45428 4.99519 0.0 1.2 0.3
C 7.51148 -1.14808 5.43184 0.7 -0.7 -1.6
N 6.35274 -1.06406 4.39267 -0.4 0.9 0.6
C 5.11406 -1.84649 4.93640 1.8 -0.5 0.0
C 3.89332 -1.24062 4.29376 -0.2 -1.4 0.6
C 4.33270 0.06932 3.68182 -0.1 0.4 -0.7
C 5.74200 0.33169 4.18939 -0.1 -0.4 0.2
C 6.79282 -1.64910 3.06282 0.3 0.1 0.7
H 9.28964 0.34846 7.84660 0.1 -0.1 -0.1
H 10.22397 1.34606 6.68262 -0.6 0.4 0.1
H 11.08476 0.25671 7.55004 -0.3 -0.4 0.7
H 9.84618 -1.56441 6.48628 0.3 -0.6 -0.3
H 10.98360 -0.69003 5.49499 -0.3 0.1 -0.3
H 9.25979 -0.66832 4.01712 -0.7 -0.6 -0.1
H 8.58034 0.60582 4.94518 0.1 0.3 -0.1
H 7.17448 -0.80965 6.41162 -0.2 0.2 -0.3
H 7.66937 -2.22563 5.47718 0.1 -0.1 0.3
H 5.33135 -2.87376 4.64382 -0.3 -0.1 0.1
H 5.10349 -1.83590 6.02629 0.3 0.4 -0.1
H 3.59992 -2.01694 3.58712 -0.6 0.6 -0.4
H 3.13344 -1.20208 5.07426 -0.2 0.3 -0.3
H 4.27651 -0.03297 2.59809 0.2 0.2 0.0
H 3.74068 0.94660 3.94260 -0.3 -0.3 0.0
H 6.30406 0.99412 3.53107 0.4 -0.4 0.1
H 5.63744 0.80377 5.16627 0.4 -0.2 0.1
H 7.57187 -1.01140 2.64507 -0.2 0.0 0.0
H 5.96189 -1.75875 2.36593 -0.1 0.2 0.3
H 7.22741 -2.62702 3.26993 -0.1 0.0 0.0
C -5.04706 4.69829 0.15373 -0.5 -1.2 -0.9
C -3.76675 5.00263 -0.66454 -0.3 0.1 -0.1
C -2.88922 6.04948 0.01323 0.0 0.0 0.1
C -1.54272 6.23286 -0.70852 0.6 1.0 -0.8
N -0.46097 6.94274 0.07236 0.5 0.8 3.2
C 0.94428 7.08297 -0.62443 -1.9 -1.5 -0.1
C 2.00268 6.66906 0.40279 1.0 0.0 -0.9
C 1.30135 6.44639 1.70332 -1.2 0.5 0.2
C -0.16596 6.08558 1.32267 1.1 -0.1 0.2
C -0.86176 8.37780 0.52488 -0.5 -1.2 -1.3
H -5.96021 5.27812 0.01950 0.5 0.7 -0.3
H -4.95784 4.53268 1.22738 0.7 0.3 0.0
H -5.37149 3.72346 -0.21034 -0.1 -0.2 0.0
H -3.94233 5.31692 -1.69337 -0.8 0.5 0.0
H -3.25797 4.07490 -0.92638 0.4 -0.2 0.9
H -2.80097 5.79070 1.06838 0.6 -0.4 0.0
H -3.49992 6.94693 0.11185 0.3 0.4 -0.6
H -1.52200 6.82140 -1.62574 -1.1 0.2 -0.2
H -1.11292 5.30530 -1.08665 0.0 -0.4 0.7
H 0.94773 8.04118 -1.14397 0.3 -0.2 0.2
H 0.81488 6.25018 -1.31567 0.6 0.4 -0.6
H 2.85410 7.33598 0.53844 -0.3 0.5 -0.2
H 2.48649 5.77067 0.01947 -0.2 -0.2 0.1
H 1.27689 7.41662 2.19946 -0.1 0.0 0.3
H 1.84792 5.78287 2.37347 -0.5 -0.3 -0.1
H -0.85458 6.23058 2.15508 -0.1 0.5 -0.4
H -0.31052 5.04913 1.01776 0.3 0.0 -0.1
H -1.88999 8.40300 0.88569 0.3 -0.3 0.4
H -0.89866 8.92091 -0.41945 0.3 0.4 0.3
H -0.13144 8.75006 1.24333 -0.2 0.0 -0.3
C 0.39424 -1.63654 -7.19681 0.2 0.6 0.0
C 1.89490 -1.83685 -7.12574 -0.2 -0.8 0.2
C 2.58468 -0.61551 -6.52159 0.2 0.8 0.5
C 4.06382 -0.34075 -6.82446 0.6 -0.3 -0.3
N 4.75830 0.75945 -6.00182 -1.4 1.5 0.4
C 3.95144 2.15401 -5.94803 2.7 0.1 -1.2
C 5.11563 3.17625 -5.61833 -2.6 -0.2 1.7
C 6.36115 2.56189 -6.07773 2.2 -0.5 -0.7
C 6.07808 1.21257 -6.70106 -1.7 -1.3 0.8
C 4.94157 0.29559 -4.54999 -0.8 0.5 -1.2
H 0.00433 -1.37728 -6.21250 -0.2 -0.4 0.0
H -0.02318 -2.56172 -7.59417 -0.4 0.3 0.1
H 0.18901 -0.77579 -7.83327 -0.3 -0.2 -0.3
H 2.20227 -2.13290 -8.12873 0.6 0.4 -0.1
H 1.96849 -2.74737 -6.53106 0.8 0.1 0.3
H 2.41599 -0.54931 -5.44676 0.1 -0.7 0.3
H 1.99301 0.24901 -6.82264 0.2 0.3 -0.6
H 4.22325 -0.14345 -7.88453 -0.3 0.7 0.0
H 4.75617 -1.17601 -6.71922 -0.4 -0.5 0.6
H 3.09919 2.18626 -5.26926 0.1 -0.4 -0.3
H 3.77983 2.38654 -6.99901 -1.0 -0.5 0.1
H 5.12510 3.26917 -4.53234 0.1 0.3 0.1
H 4.97705 4.18831 -5.99865 -0.5 -0.3 -0.2
H 7.01273 2.42056 -5.21542 0.3 0.0 -0.3
H 6.85924 3.21492 -6.79435 0.3 -0.2 0.1
H 6.79216 0.40996 -6.51665 0.2 0.3 0.0
H 5.78620 1.17090 -7.75043 0.4 0.5 0.0
H 3.93252 0.18259 -4.15357 0.1 -0.3 0.0
H 5.38823 1.10803 -3.97680 0.5 -0.4 -0.2
H 5.45582 -0.66516 -4.57446 0.2 0.3 0.3
C -6.04619 -4.42562 4.11248 -0.4 -0.2 0.5
C -6.14938 -4.33998 2.62917 -1.4 0.4 -0.3
C -7.54721 -3.79375 2.10619 1.3 -1.0 -0.8
C -8.65628 -4.86149 2.22790 0.3 0.1 0.0
N -9.88904 -4.67197 1.39319 -0.6 0.3 -3.0
C -10.78498 -5.91912 1.36834 -0.1 -0.7 1.4
C -11.76934 -5.85435 0.22058 -0.1 1.9 0.7
C -10.97325 -5.10344 -0.85699 1.4 0.8 -0.2
C -9.63387 -4.56141 -0.16432 -0.5 -0.4 -0.1
C -10.64214 -3.40425 1.85448 0.0 -1.6 -0.2
H -6.47793 -3.53765 4.57423 0.7 0.4 0.1
H -4.99029 -4.60094 4.31851 -0.2 0.1 0.7
H -6.67862 -5.21269 4.52314 0.3 -0.4 0.0
H -5.98856 -5.32592 2.19308 0.1 0.0 -0.2
H -5.35460 -3.68703 2.26852 -0.2 0.0 -0.3
H -7.25732 -3.73869 1.05689 -0.7 0.3 -0.4
H -7.73780 -2.77179 2.43384 -0.3 -0.2 0.4
H -9.08771 -5.01946 3.21634 0.5 0.1 0.3
H -8.21610 -5.79275 1.87139 -0.1 -0.1 0.2
H -11.24253 -5.98810 2.35525 -0.2 0.1 0.0
H -10.26408 -6.86993 1.25554 1.1 0.5 0.1
H -12.56575 -5.22717 0.62118 -0.5 0.0 -0.6
H -12.19611 -6.82315 -0.03903 0.3 0.1 -0.1
H -11.40059 -4.21431 -1.32059 -0.8 -0.2 0.4
H -10.76391 -5.72442 -1.72801 0.4 -0.2 0.3
H -9.36490 -3.54986 -0.46847 -0.5 0.2 0.4
H -8.74630 -5.11778 -0.46561 -0.1 -0.5 0.6
H -9.94869 -2.56465 1.80653 -0.2 -0.2 0.1
H -11.00382 -3.65218 2.85239 0.3 0.4 0.2
H -11.52858 -3.24794 1.23975 0.3 0.0 -0.2
O -1.13039 -6.91300 -0.17728 1.9 1.1 2.1
C -2.11361 -7.45116 -0.83155 -3.1 -7.0 -3.5
O -2.74472 -6.89734 -1.68907 -1.7 7.6 -2.7
O -2.42219 -8.68600 -0.90449 2.5 -2.1 4.2
H -1.17698 -6.01105 -0.50273 0.3 0.5 0.0
O -2.48867 -1.31332 -1.98204 -0.5 -0.8 -0.2
C -1.22751 -1.17785 -1.49629 2.5 2.9 0.3
O -0.48860 -2.14474 -1.33817 -0.3 -2.0 -0.1
O -0.84425 0.00904 -1.32074 -0.7 0.9 0.2
H -2.44307 -2.25383 -2.16901 -0.8 -0.6 -0.2
```
Positions in Å, forces in eV/Å.

Values from the calculation:
* total charge: +2
* max |F|: 8.418 eV/A
* highest occupied orbital energy: -5.5 eV
* gap between HOMO and LUMO: 1.691 eV

These are the Mulliken partial charges, in e, on atoms 1 to 2:
1. C -1.243
2. C -0.675

The lowest max |F| belongs to which entry? C28H47B4IO16

The highest max |F| belongs to which entry? C38H82N4O6

Which of these has the lowest max |F|? C28H47B4IO16